*1*
ORCA calculation (ωB97M-V/def2-TZVPD) on the ion C10H11N2O with charge +1.

Summary:
**Highest occupied orbital energy**: -11.29 eV
**HOMO-LUMO gap**: 0.27394 Eh
**Charge**: +1
**LUMO energy**: -3.84 eV
**Structure (SMILES)**: C1=CO[C@@H]2C(=C1)C=CN1CC[NH+]=C21

Each line ends with the Mulliken charge.
Atoms and positions in Å:
C 2.21 2.09 -1.66  -0.50
C 1.75 2.35 -0.31  -0.26
C 0.16 1.53 1.53  -0.81
C -0.64 0.51 1.89  -0.31
C 1.62 1.09 -2.40  -0.14
C 0.70 1.62 0.20  0.51
C -0.54 -0.69 -0.17  0.23
C -1.51 -1.86 1.49  -0.74
C -1.27 -2.81 0.33  -0.38
C -0.08 0.80 -0.84  -0.06
N -0.88 -0.63 1.09  0.04
N -0.84 -1.84 -0.75  -0.24
O 0.42 0.55 -2.16  -0.36
H 3.03 2.67 -2.14  0.35
H 2.28 3.03 0.42  0.37
H 0.40 2.35 2.23  0.40
H -1.04 0.34 2.85  0.46
H 2.03 0.56 -3.34  0.34
H -2.50 -1.72 1.77  0.43
H -1.06 -2.27 2.33  0.42
H -0.46 -3.61 0.33  0.31
H -2.18 -3.10 -0.09  0.29
H -1.07 1.19 -0.99  0.40
H -0.52 -2.14 -1.62  0.24



*2*
ORCA calculation (ωB97M-V/def2-TZVPD) on the ion C10H11N2O with charge +1.

Summary:
**Highest occupied orbital energy**: -12.79 eV
**HOMO-LUMO gap**: 0.30959 Eh
**Charge**: +1
**LUMO energy**: -4.37 eV
**Structure (SMILES)**: C[N+]1=C[C@@H](c2ccccc2)C(=O)N1

Each line ends with the Mulliken charge.
Atoms and positions in Å:
C -3.49 0.50 -0.59  -0.52
C -2.40 0.72 -1.44  -0.83
C -3.34 -0.19 0.63  -0.44
C -1.15 0.36 -1.02  -0.29
C -2.11 -0.56 1.00  -0.38
C -1.01 -0.35 0.18  0.58
C 0.32 -0.73 0.70  0.39
C 1.14 0.44 0.77  -0.75
C 1.19 -1.78 -0.01  0.17
C 3.35 1.20 -0.08  -0.78
N 2.36 -0.94 -0.40  -0.37
N 2.21 0.33 0.05  0.49
O 1.10 -2.90 -0.30  -0.44
H -4.48 0.75 -0.86  0.42
H -2.61 1.21 -2.35  0.46
H -4.05 -0.55 1.40  0.34
H -0.32 0.46 -1.64  0.49
H -2.09 -1.06 2.07  0.13
H 0.11 -1.08 1.72  0.65
H 0.80 1.33 1.26  0.43
H 3.17 2.13 0.52  0.31
H 4.14 0.69 0.43  0.42
H 3.89 1.18 -1.13  0.29
H 3.27 -1.17 -0.91  0.24



What should be chosen as the most stable of them? Choose *1*.



*1*
ORCA calculation (ωB97M-V/def2-TZVPD) on the molecule C3H3NO3.

Summary:
**Highest occupied orbital energy**: -10.23 eV
**HOMO-LUMO gap**: 0.35019 Eh
**Charge**: 0
**LUMO energy**: -0.70 eV
**Structure (SMILES)**: [H]/N=C(\C=O)OC=O

Each line ends with the Mulliken charge.
Atoms and positions in Å:
N -0.39 -0.50 -1.14  -0.62
C 0.33 0.05 -0.26  0.67
O -0.06 -0.27 1.02  -0.29
C -1.38 -0.77 0.97  0.23
O -1.81 -1.65 1.64  -0.42
C 1.59 1.02 -0.15  -0.03
O 1.91 1.46 0.92  -0.39
H -0.44 -0.36 -2.15  0.20
H -1.93 -0.25 0.19  0.31
H 2.19 1.28 -1.04  0.35



*2*
ORCA calculation (ωB97M-V/def2-TZVPD) on the molecule C3H3NO3.

Summary:
**Highest occupied orbital energy**: -8.86 eV
**HOMO-LUMO gap**: 0.35411 Eh
**Charge**: 0
**LUMO energy**: 0.77 eV
**Structure (SMILES)**: O=COc1co[nH]1

Each line ends with the Mulliken charge.
Atoms and positions in Å:
N 1.24 -0.04 1.36  -0.30
C 0.20 -0.07 0.42  0.30
O -0.25 -1.20 -0.17  -0.32
C -1.10 -1.00 -1.21  0.16
O -1.54 0.07 -1.53  -0.45
C 0.08 1.26 0.38  -0.08
O 1.23 1.43 1.18  -0.28
H 2.10 -0.51 1.06  0.26
H -1.30 -1.96 -1.68  0.35
H -0.66 2.01 0.18  0.36



*3*
ORCA calculation (ωB97M-V/def2-TZVPD) on the molecule C3H3NO3.

Summary:
**Highest occupied orbital energy**: -9.99 eV
**HOMO-LUMO gap**: 0.35186 Eh
**Charge**: 0
**LUMO energy**: -0.42 eV
**Structure (SMILES)**: [H]/N=C(\C=O)OC=O

Each line ends with the Mulliken charge.
Atoms and positions in Å:
N -0.35 0.47 -1.16  -0.42
C -0.08 0.63 0.03  0.45
O 0.22 -0.42 0.87  -0.28
C -0.03 -1.63 0.23  0.23
O 0.82 -2.46 0.10  -0.43
C -0.06 1.97 0.74  -0.01
O -0.02 2.12 1.93  -0.43
H -0.46 0.54 -2.15  0.23
H -1.07 -1.72 -0.11  0.32
H -0.12 2.78 0.00  0.33



What should be chosen as the most stable of them? Choose *1*.



*1*
ORCA calculation (ωB97M-V/def2-TZVPD) on the molecule C3H3NO3.

Summary:
**Highest occupied orbital energy**: -8.58 eV
**HOMO-LUMO gap**: 0.34215 Eh
**Charge**: 0
**LUMO energy**: 0.73 eV
**Structure (SMILES)**: Oc1coc(O)n1

Each line ends with the Mulliken charge.
Atoms and positions in Å:
C -1.09 -0.04 0.07  0.56
C -0.59 1.24 0.16  -0.43
C 0.96 -0.16 -0.03  0.61
H -2.44 -1.37 0.05  0.35
H -1.01 2.24 0.16  0.35
H 2.31 -1.47 0.03  0.36
N -0.07 -0.96 0.14  -0.58
O -2.33 -0.47 -0.15  -0.48
O 0.79 1.09 -0.13  -0.27
O 2.28 -0.48 -0.02  -0.47



*2*
ORCA calculation (ωB97M-V/def2-TZVPD) on the molecule C3H3NO3.

Summary:
**Highest occupied orbital energy**: -10.39 eV
**HOMO-LUMO gap**: 0.36232 Eh
**Charge**: 0
**LUMO energy**: -0.53 eV
**Structure (SMILES)**: O=CNC(=O)C=O

Each line ends with the Mulliken charge.
Atoms and positions in Å:
N 0.18 0.06 -0.90  -0.21
C 0.05 -0.17 0.43  0.72
O -1.03 0.12 0.92  -0.53
C -1.13 0.72 -1.20  0.19
O -2.06 0.18 -1.71  -0.42
C 1.13 -0.72 1.34  -0.16
O 0.88 -0.83 2.51  -0.38
H 1.02 -0.10 -1.46  0.19
H -1.12 1.76 -0.83  0.31
H 2.10 -1.02 0.90  0.29



What should be chosen as the most stable of them? Choose *1*.



*1*
ORCA calculation (ωB97M-V/def2-TZVPD) on the molecule C3H3NO3.

Summary:
**Highest occupied orbital energy**: -10.35 eV
**HOMO-LUMO gap**: 0.38655 Eh
**Charge**: 0
**LUMO energy**: 0.17 eV
**Structure (SMILES)**: [H]/N=C(/C=O)OC=O

Each line ends with the Mulliken charge.
Atoms and positions in Å:
N -0.56 1.39 -0.38  -0.57
C -0.50 0.19 -0.02  0.58
O 0.55 -0.72 0.02  -0.23
C 1.83 -0.28 0.00  0.19
O 2.18 0.86 -0.11  -0.49
C -1.79 -0.52 0.32  -0.09
O -2.13 -1.39 -0.43  -0.41
H 0.32 1.79 -0.67  0.32
H 2.52 -1.14 0.10  0.37
H -2.42 -0.17 1.17  0.32



*2*
ORCA calculation (ωB97M-V/def2-TZVPD) on the molecule C3H3NO3.

Summary:
**Highest occupied orbital energy**: -10.46 eV
**HOMO-LUMO gap**: 0.38693 Eh
**Charge**: 0
**LUMO energy**: 0.07 eV
**Structure (SMILES)**: O=C1C=NOCO1

Each line ends with the Mulliken charge.
Atoms and positions in Å:
C -0.87 0.73 0.69  0.77
C 1.15 0.28 -0.70  -0.07
C -0.81 -0.81 0.64  -0.28
H 1.67 0.95 -1.53  0.25
H 2.04 0.09 0.04  0.24
H -1.52 -1.27 1.07  0.47
N -0.40 -1.49 -0.32  -0.27
O -1.91 1.14 1.28  -0.55
O 0.25 1.15 0.12  -0.34
O 0.40 -0.76 -1.29  -0.22



*3*
ORCA calculation (ωB97M-V/def2-TZVPD) on the molecule C3H3NO3.

Summary:
**Highest occupied orbital energy**: -10.94 eV
**HOMO-LUMO gap**: 0.41759 Eh
**Charge**: 0
**LUMO energy**: 0.43 eV
**Structure (SMILES)**: O=C1OCC=NO1

Each line ends with the Mulliken charge.
Atoms and positions in Å:
C -0.24 -0.85 1.23  0.65
C -0.32 -0.18 -0.86  -0.44
C 0.43 1.10 -0.42  0.16
H 0.42 -0.77 -1.47  0.30
H -1.14 -0.29 -1.41  0.41
H 0.70 1.68 -1.54  0.22
N 0.78 1.48 0.68  -0.26
O -0.21 -1.63 2.12  -0.48
O -0.83 -0.92 0.12  -0.31
O 0.41 0.37 1.55  -0.26



What should be chosen as the most stable of them? Choose *1*.